[1]
Formula: C18H21BO6
Source: the Open Molecules 2025 dataset
Level of theory: ωB97M-V/def2-TZVPD

Results
Net charge: 0
Largest force on an atom in eV Å⁻¹: 3.66
Energy relative to the best compared isomer or geometry (same formula, charge and spin) in eV: 0.773
Multiplicity: 1
HOMO-LUMO gap in eV: 8.11
E_HOMO in eV: -7.8013
LUMO energy in hartree: 0.01133

Element x y z (Å)
1 C -3.040 -0.415 -4.382
2 O -2.766 -0.766 -3.090
3 C -1.946 0.177 -2.456
4 C -1.811 -0.058 -1.093
5 C -1.137 0.821 -0.291
6 C -0.487 1.966 -0.826
7 C 0.155 2.958 0.039
8 C 0.847 2.716 1.177
9 C 1.110 1.392 1.761
10 C 1.366 0.267 0.959
11 C 1.657 -0.983 1.518
12 O 2.073 -2.069 0.680
13 C 1.393 -2.114 -0.522
14 C 1.600 -1.147 2.921
15 O 1.701 -2.402 3.559
16 C 1.310 -3.469 2.702
17 C 1.360 -0.005 3.714
18 O 1.385 -0.143 5.102
19 C 0.545 -1.206 5.535
20 C 1.175 1.241 3.142
21 C -0.528 2.096 -2.212
22 C -1.293 1.301 -2.994
23 B -1.045 1.801 -4.508
24 O 0.297 2.108 -4.949
25 O -2.164 1.994 -5.326
26 H -3.763 -1.121 -4.798
27 H -3.479 0.592 -4.431
28 H -2.101 -0.443 -4.979
29 H -2.344 -0.861 -0.644
30 H -1.192 0.725 0.779
31 H -0.021 3.969 -0.224
32 H 1.302 3.530 1.698
33 H 1.422 0.353 -0.131
34 H 1.883 -1.412 -1.203
35 H 0.340 -1.901 -0.335
36 H 1.498 -3.112 -0.954
37 H 2.002 -3.543 1.854
38 H 0.281 -3.286 2.341
39 H 1.306 -4.413 3.271
40 H 1.192 -2.067 5.733
41 H -0.008 -0.865 6.433
42 H -0.199 -1.456 4.759
43 H 1.029 2.076 3.804
44 H 0.040 2.886 -2.688
45 H 0.949 1.812 -4.302
46 H -1.893 2.475 -6.142

***

[2]
Formula: C18H21BiClN5O6S
Source: the Open Molecules 2025 dataset
Level of theory: ωB97M-V/def2-TZVPD

Results
Net charge: +2
Largest force on an atom in eV Å⁻¹: 0.41
Energy relative to the best compared isomer or geometry (same formula, charge and spin) in eV: 0.000
Multiplicity: 1
HOMO-LUMO gap in eV: 8.58
E_HOMO in eV: -15.4394
LUMO energy in hartree: -0.25192

Element x y z (Å)
1 Bi 0.008 0.101 -0.463
2 C -2.358 1.464 1.553
3 C -1.667 0.304 2.254
4 N -0.226 0.184 1.867
5 C 0.712 1.126 2.540
6 C 0.647 2.580 2.086
7 S 0.612 2.839 0.278
8 C -0.980 3.672 -0.023
9 C -2.075 2.750 -0.552
10 N -2.070 1.440 0.110
11 H -2.030 2.415 1.965
12 H -3.431 1.401 1.745
13 H -2.143 -0.634 1.974
14 H -1.737 0.412 3.338
15 H 0.075 -0.751 2.137
16 H 1.713 0.733 2.370
17 H 0.527 1.094 3.617
18 H 1.542 3.080 2.455
19 H -0.202 3.115 2.505
20 H -0.769 4.455 -0.750
21 H -1.249 4.171 0.906
22 H -1.941 2.571 -1.620
23 H -3.038 3.255 -0.432
24 H -2.746 0.845 -0.362
25 O 5.767 -5.372 -0.418
26 N 4.756 -5.191 0.213
27 O 4.240 -5.967 0.990
28 C 4.123 -3.855 0.087
29 C 4.955 -2.818 -0.089
30 C 4.432 -1.488 -0.141
31 C 5.285 -0.382 -0.301
32 C 4.747 0.876 -0.352
33 C 3.363 1.008 -0.247
34 N 2.531 -0.013 -0.078
35 C 3.055 -1.268 -0.026
36 C 2.169 -2.402 0.138
37 N 0.829 -2.166 0.234
38 C 0.010 -3.202 0.377
39 C 0.454 -4.522 0.413
40 C 1.792 -4.779 0.311
41 C 2.696 -3.701 0.194
42 H 6.019 -2.988 -0.182
43 H 6.352 -0.539 -0.388
44 H 5.361 1.755 -0.482
45 H 2.925 1.994 -0.323
46 H -1.042 -2.981 0.456
47 H -0.266 -5.321 0.515
48 H 2.157 -5.793 0.329
49 O -2.525 -0.084 -2.308
50 Cl -2.248 -1.423 -1.842
51 O -3.292 -2.334 -2.072
52 O -0.970 -1.860 -2.355
53 O -2.029 -1.272 -0.341

***

[3]
Formula: C18H21BrClF5NO15
Source: the Open Molecules 2025 dataset
Level of theory: ωB97M-V/def2-TZVPD

Results
Net charge: -1
Largest force on an atom in eV Å⁻¹: 3.20
Energy relative to the best compared isomer or geometry (same formula, charge and spin) in eV: 0.000
Multiplicity: 1
HOMO-LUMO gap in eV: 6.23
E_HOMO in eV: -4.3251
LUMO energy in hartree: 0.07013

Element x y z (Å)
1 C 5.172 -4.268 4.995
2 C 3.913 -4.619 4.225
3 C 2.650 -4.289 5.009
4 Br 1.521 -2.691 3.788
5 N 1.994 -5.399 5.216
6 Cl 0.528 -5.084 6.160
7 H 6.062 -4.470 4.399
8 H 5.187 -3.209 5.250
9 H 5.248 -4.843 5.919
10 H 3.872 -5.668 3.943
11 H 3.919 -4.033 3.308
12 H 2.864 -3.699 5.904
13 C 0.144 1.118 2.894
14 C 0.801 0.262 1.821
15 O 1.820 1.142 1.347
16 C 2.156 1.993 2.350
17 O 3.127 2.682 2.336
18 O 1.237 1.948 3.323
19 F -0.036 0.013 0.777
20 H -0.623 1.730 2.430
21 H -0.257 0.557 3.730
22 H 1.238 -0.661 2.194
23 C -2.762 -2.128 -2.078
24 C -3.166 -3.124 -1.006
25 O -2.777 -2.455 0.178
26 C -2.816 -1.120 -0.048
27 O -2.799 -0.282 0.789
28 O -2.895 -0.881 -1.384
29 F -2.506 -4.296 -1.107
30 H -1.722 -2.288 -2.363
31 H -3.400 -2.140 -2.957
32 H -4.236 -3.334 -0.953
33 C -4.666 1.310 -3.799
34 C -4.517 1.785 -5.236
35 O -4.117 0.595 -5.900
36 C -4.589 -0.469 -5.201
37 O -4.616 -1.588 -5.597
38 O -5.023 -0.067 -3.993
39 F -3.563 2.722 -5.403
40 H -3.718 1.369 -3.272
41 H -5.430 1.826 -3.231
42 H -5.439 2.148 -5.693
43 C -1.324 4.248 -0.432
44 C -1.927 3.054 0.291
45 O -3.273 3.098 -0.149
46 C -3.308 3.702 -1.359
47 O -4.241 3.688 -2.097
48 O -2.135 4.315 -1.609
49 F -1.893 3.189 1.635
50 H -1.464 5.155 0.158
51 H -0.279 4.125 -0.696
52 H -1.493 2.087 0.029
53 C 4.981 2.249 -1.315
54 C 3.531 1.809 -1.397
55 O 3.440 1.344 -2.730
56 C 4.675 0.929 -3.127
57 O 4.896 0.281 -4.092
58 O 5.607 1.368 -2.251
59 F 2.664 2.837 -1.226
60 H 5.080 3.279 -1.661
61 H 5.419 2.140 -0.328
62 H 3.263 1.010 -0.707

***

[4]
Formula: C18H21BrNO6SeW
Source: the Open Molecules 2025 dataset
Level of theory: ωB97M-V/def2-TZVPD

Results
Net charge: +3
Largest force on an atom in eV Å⁻¹: 5.80
Multiplicity: 1
HOMO-LUMO gap in eV: 6.15
E_HOMO in eV: -19.5135
LUMO energy in hartree: -0.49118

Element x y z (Å)
1 W -0.023 -0.184 -0.308
2 C -2.740 1.538 -1.115
3 C -2.198 0.652 -0.019
4 C -1.517 1.249 1.090
5 C -1.630 2.720 1.365
6 C -0.822 0.412 2.023
7 C -0.193 1.065 3.228
8 C -1.012 -1.016 1.999
9 C -0.760 -1.799 3.254
10 C -1.771 -1.597 0.929
11 C -2.072 -3.069 0.895
12 C -2.419 -0.762 -0.037
13 C -3.473 -1.372 -0.908
14 H -3.742 1.905 -0.876
15 H -2.809 1.003 -2.065
16 H -2.094 2.409 -1.263
17 H -0.672 3.242 1.334
18 H -2.040 2.869 2.367
19 H -2.301 3.224 0.677
20 H -0.932 1.157 4.032
21 H 0.163 2.068 3.009
22 H 0.637 0.495 3.634
23 H -1.671 -1.737 3.858
24 H 0.050 -1.406 3.859
25 H -0.565 -2.853 3.090
26 H -1.976 -3.458 -0.120
27 H -3.100 -3.273 1.209
28 H -1.424 -3.655 1.538
29 H -3.109 -2.234 -1.466
30 H -3.915 -0.673 -1.609
31 H -4.283 -1.735 -0.266
32 Br 2.030 -2.566 1.652
33 C 2.762 -1.161 0.606
34 C 4.285 -1.080 0.387
35 C 4.792 0.260 0.274
36 C 3.921 1.278 -0.028
37 C 2.543 1.090 0.140
38 N 1.956 -0.014 0.649
39 C 1.537 2.198 -0.187
40 O 1.763 3.360 -0.160
41 O 0.366 1.614 -0.474
42 H 4.915 -1.874 0.776
43 H 5.844 0.450 0.457
44 H 4.268 2.270 -0.294
45 O -0.858 -0.625 -2.059
46 Se 0.560 -1.495 -2.287
47 O 1.422 -0.185 -1.835
48 O 0.430 -1.976 -0.635
49 O 3.329 -1.500 -0.570

***

[5]
Formula: C18H21Cl2NO2SW
Source: the Open Molecules 2025 dataset
Level of theory: ωB97M-V/def2-TZVPD

Results
Net charge: +2
Largest force on an atom in eV Å⁻¹: 3.35
Multiplicity: 1
HOMO-LUMO gap (alpha / beta) in eV: 6.24 / 6.24
E_HOMO (alpha / beta) in eV: -14.9925 / -14.9927
LUMO energy (alpha / beta) in hartree: -0.32181 / -0.32156

Element x y z (Å)
1 W -0.034 -0.106 -0.470
2 C -0.460 1.961 2.238
3 C -1.078 0.975 1.283
4 C -1.778 1.447 0.114
5 C -2.063 2.907 -0.072
6 C -2.300 0.509 -0.817
7 C -2.996 0.996 -2.051
8 C -2.226 -0.894 -0.539
9 C -2.911 -1.840 -1.481
10 C -1.591 -1.359 0.665
11 C -1.476 -2.826 0.972
12 C -1.084 -0.419 1.621
13 C -0.626 -0.868 2.976
14 H -1.193 2.273 2.985
15 H -0.108 2.853 1.722
16 H 0.387 1.520 2.762
17 H -1.426 3.356 -0.834
18 H -1.934 3.463 0.852
19 H -3.096 3.042 -0.389
20 H -4.067 1.107 -1.870
21 H -2.872 0.304 -2.881
22 H -2.613 1.965 -2.361
23 H -2.382 -1.919 -2.433
24 H -3.913 -1.471 -1.697
25 H -3.028 -2.834 -1.061
26 H -2.327 -3.169 1.566
27 H -0.571 -3.026 1.545
28 H -1.436 -3.431 0.069
29 H 0.439 -1.104 2.996
30 H -1.171 -1.754 3.290
31 H -0.807 -0.094 3.717
32 Cl 1.502 1.735 -0.827
33 C 3.060 0.999 -0.662
34 C 4.225 1.699 -0.887
35 C 5.430 1.005 -0.839
36 C 5.451 -0.348 -0.551
37 C 4.275 -1.049 -0.299
38 Cl 4.325 -2.704 0.136
39 C 3.037 -0.375 -0.374
40 S 0.384 -2.034 -1.857
41 H 4.197 2.751 -1.127
42 H 6.352 1.526 -1.046
43 H 6.387 -0.879 -0.519
44 O 1.697 -2.227 -0.864
45 N 1.806 -0.973 -0.214
46 O 0.611 -0.691 -2.485